48
Properties=species:S:1:pos:R:3:mulliken_charge:R:1 method="wB97M-V/def2-TZVPD" molar_mass_g_mol=546.6 largest_force_ev_per_a=0.977 e_lumo_ev=2.93 charge=-1 de_lowest_kj_mol=0.0 homo_energy_ev=-2.827
Pd -0.31 -0.75 -0.62 0.19
C -2.18 3.78 1.82 -0.52
C -0.88 4.03 1.37 -0.73
C -0.30 3.21 0.41 -0.12
C -1.00 2.13 -0.14 -0.21
C -2.30 1.90 0.32 -0.07
C -2.87 2.70 1.29 -0.49
N -0.43 1.22 -1.03 -0.42
C 0.56 1.61 -1.94 0.34
C 0.77 2.89 -2.45 -0.40
C 1.68 3.10 -3.48 -0.73
C 2.40 2.04 -4.02 -0.52
C 2.23 0.76 -3.51 -0.40
C 1.35 0.55 -2.45 0.04
N 1.22 -0.66 -1.77 -0.01
N 1.62 -1.82 -2.42 -0.76
C 1.08 -2.86 -1.89 0.32
C 1.51 -4.20 -2.21 -0.61
C 0.93 -5.27 -1.64 -0.13
C -0.14 -5.09 -0.70 -0.94
C -0.52 -3.82 -0.42 -0.27
N 0.02 -2.71 -0.98 -0.10
H -2.63 4.41 2.58 0.38
H -0.31 4.85 1.78 0.32
H 0.72 3.39 0.10 0.54
H -2.84 1.06 -0.09 0.45
H -3.88 2.49 1.62 0.41
H 0.17 3.72 -2.09 0.44
H 1.80 4.11 -3.88 0.35
H 3.10 2.22 -4.83 0.34
H 2.77 -0.09 -3.89 0.41
H 2.34 -4.30 -2.91 0.40
H 1.27 -6.27 -1.89 0.34
H -0.64 -5.93 -0.23 0.38
H -1.32 -3.62 0.29 0.49
C -2.14 -0.25 3.55 -1.26
Sb -0.73 -0.74 2.02 0.88
C 0.18 -2.44 2.91 -1.39
C 0.75 0.65 2.64 -1.31
H -1.63 -0.29 4.52 0.40
H -2.98 -0.94 3.56 0.37
H -2.51 0.76 3.38 0.28
H 0.45 -2.23 3.95 0.47
H 1.08 -2.66 2.33 0.37
H -0.47 -3.31 2.87 0.39
H 1.07 0.44 3.66 0.49
H 0.35 1.66 2.57 0.30
H 1.60 0.56 1.96 0.32


51
Properties=species:S:1:pos:R:3:mulliken_charge:R:1 method="wB97M-V/def2-TZVPD" molar_mass_g_mol=740.7 largest_force_ev_per_a=1.798 e_lumo_ev="-8.93 / -8.95" charge=+2 homo_energy_ev="-13.849 / -13.845"
Pd 0.54 -2.36 -1.23 0.24
Se 2.96 -3.17 -1.54 0.12
Se 2.82 -5.33 -1.93 0.13
Se 0.51 -6.03 -2.01 0.10
Se -0.83 -4.30 -2.29 -0.07
C -0.35 -2.92 2.93 -0.92
C -0.24 -3.04 1.57 -0.34
N 0.52 -2.19 0.85 0.08
C 1.16 -1.19 1.48 -0.16
C 1.11 -1.01 2.85 0.24
C 0.34 -1.90 3.58 -0.25
C 1.99 -0.01 3.53 -0.95
C 2.19 1.27 3.27 -0.65
C 1.55 2.20 2.29 1.13
C 2.14 3.43 2.08 -0.71
C 1.52 4.31 1.21 -0.25
N 0.38 4.01 0.58 -0.52
C -0.09 2.80 0.87 -0.18
N 0.42 1.85 1.66 -0.25
H -0.96 -3.62 3.49 0.45
H -0.72 -3.84 1.03 0.43
H 1.76 -0.53 0.86 0.41
H 0.29 -1.81 4.66 0.54
H 2.57 -0.43 4.34 0.45
H 2.94 1.76 3.89 0.33
H 3.04 3.71 2.60 0.40
H 1.94 5.29 1.02 0.45
H -1.04 2.55 0.40 0.32
C -2.54 -0.97 -0.40 -0.68
N -2.96 -0.38 -1.71 -0.05
C -3.51 1.02 -1.53 -0.60
C -1.87 -0.44 -2.79 -1.44
C -0.59 0.24 -2.42 1.32
C -0.46 1.60 -2.74 -0.43
C 0.71 2.30 -2.50 -1.01
C 1.79 1.63 -1.94 -0.68
C 1.70 0.27 -1.65 -0.31
C 0.51 -0.40 -1.89 0.66
H -3.41 -0.97 0.25 0.44
H -1.74 -0.39 0.02 0.26
H -2.21 -1.99 -0.57 0.16
H -3.72 -0.95 -2.06 0.34
H -2.68 1.67 -1.27 0.21
H -4.24 1.00 -0.73 0.34
H -3.96 1.33 -2.47 0.36
H -2.32 0.04 -3.66 0.58
H -1.75 -1.50 -3.00 0.25
H -1.28 2.11 -3.23 0.50
H 0.78 3.34 -2.76 0.42
H 2.73 2.15 -1.75 0.48
H 2.56 -0.23 -1.25 0.31


50
Properties=species:S:1:pos:R:3:mulliken_charge:R:1 method="wB97M-V/def2-TZVPD" molar_mass_g_mol=378.4 largest_force_ev_per_a=5.068 e_lumo_ev=-0.31 charge=0 de_lowest_kj_mol=90.0 homo_energy_ev=-8.553
C -6.52 -3.85 2.91 -1.61
C -6.89 -2.40 2.58 0.66
C -8.04 -2.47 1.65 -1.49
N -5.63 -1.87 2.05 -0.15
C -5.50 -0.62 1.48 0.37
O -6.41 0.01 1.01 -0.64
N -4.28 -0.06 1.02 -0.12
C -2.92 -0.20 1.46 0.31
N -2.63 -0.90 2.52 -0.54
C -1.22 -1.05 2.74 -0.71
C -0.27 -0.60 1.86 0.03
N -0.64 0.29 0.89 0.14
C 0.14 0.96 -0.03 0.24
C 1.59 1.00 -0.39 0.69
C 2.57 0.99 0.66 -0.24
C 3.92 1.17 0.48 -1.09
C 4.37 1.31 -0.88 0.78
C 5.81 1.49 -1.24 0.15
O 6.72 2.06 -0.56 -0.64
N 6.20 1.26 -2.59 -0.25
C 7.51 1.52 -3.06 -0.15
C 7.56 1.50 -4.51 -0.51
C 7.97 2.78 -3.80 -0.62
C 3.38 1.38 -1.98 -0.56
C 1.99 1.16 -1.70 -0.82
C -0.79 1.74 -0.61 -0.71
N -2.09 1.60 -0.09 -0.77
C -1.92 0.64 0.79 0.58
H -7.33 -4.53 2.98 0.41
H -5.82 -4.15 2.20 0.46
H -6.01 -4.00 3.83 0.38
H -7.15 -1.73 3.46 0.23
H -8.35 -1.45 1.49 0.39
H -7.86 -2.86 0.62 0.32
H -8.90 -3.00 2.03 0.42
H -4.94 -2.63 1.81 0.21
H -4.35 0.70 0.39 0.26
H -0.97 -1.85 3.48 0.35
H 0.82 -0.64 2.07 0.33
H 2.26 0.96 1.68 0.41
H 4.58 1.01 1.33 0.42
H 5.76 0.44 -2.99 0.37
H 8.24 0.91 -2.55 0.36
H 8.37 0.80 -4.88 0.21
H 6.59 1.42 -5.16 0.24
H 9.02 2.81 -3.80 0.23
H 7.52 3.77 -3.87 0.28
H 3.73 1.44 -3.03 0.36
H 1.32 1.16 -2.50 0.59
H -0.52 2.57 -1.24 0.47


44
Properties=species:S:1:pos:R:3:mulliken_charge:R:1 method="wB97M-V/def2-TZVPD" molar_mass_g_mol=292.4 largest_force_ev_per_a=0.891 e_lumo_ev=-2.42 charge=+1 de_lowest_kj_mol=46.6 homo_energy_ev=-11.141
C -0.92 -0.05 -1.30 -1.02
N 0.32 -0.32 -0.56 0.76
C 0.12 -1.29 0.54 -0.66
C 1.12 -0.95 1.67 -0.65
O 1.18 0.45 1.83 -0.58
C 0.06 1.07 2.40 0.60
C -0.58 0.60 3.51 -0.70
C -1.70 1.28 4.02 -0.70
C -2.17 2.41 3.40 -0.90
C -1.52 2.93 2.26 0.67
C -1.97 4.09 1.61 -0.76
C -1.32 4.59 0.52 -0.66
C -0.17 3.95 0.03 -0.81
C 0.30 2.81 0.64 -0.38
C -0.37 2.27 1.76 0.93
C 1.46 -0.68 -1.47 -1.09
C 1.25 -1.99 -2.18 0.56
C 0.58 -2.02 -3.40 -0.38
C 0.38 -3.23 -4.06 -0.71
C 0.86 -4.40 -3.50 -0.47
C 1.54 -4.37 -2.30 -0.75
C 1.74 -3.17 -1.64 -0.19
H -1.27 -0.97 -1.77 0.54
H -0.74 0.69 -2.07 0.36
H -1.68 0.33 -0.63 0.32
H 0.60 0.56 -0.07 -0.47
H 0.25 -2.30 0.18 0.48
H -0.89 -1.16 0.93 0.47
H 2.14 -1.25 1.40 0.38
H 0.84 -1.47 2.58 0.37
H -0.23 -0.29 4.01 0.41
H -2.18 0.89 4.90 0.42
H -3.04 2.92 3.78 0.42
H -2.84 4.60 2.00 0.42
H -1.67 5.48 0.03 0.41
H 0.35 4.37 -0.81 0.44
H 1.23 2.37 0.31 0.74
H 1.57 0.13 -2.19 0.62
H 2.36 -0.73 -0.86 0.47
H 0.23 -1.11 -3.86 0.45
H -0.14 -3.24 -5.00 0.40
H 0.70 -5.34 -4.01 0.40
H 1.93 -5.29 -1.87 0.41
H 2.30 -3.15 -0.72 0.45


49
Properties=species:S:1:pos:R:3:mulliken_charge:R:1 method="wB97M-V/def2-TZVPD" molar_mass_g_mol=374.4 largest_force_ev_per_a=0.768 e_lumo_ev=0.46 charge=0 de_lowest_kj_mol=8.3 homo_energy_ev=-8.526
C -1.15 -4.69 4.66 -0.94
O -1.58 -3.42 4.24 -0.49
C -1.08 -2.91 3.08 0.96
C -0.15 -3.55 2.27 -0.61
C 0.30 -2.96 1.10 0.27
C 1.34 -3.66 0.28 -1.73
C -0.18 -1.70 0.74 0.37
C 0.28 -1.03 -0.50 -0.09
O 0.36 -1.55 -1.59 -0.60
O 0.60 0.25 -0.24 -0.13
C 0.83 1.21 -1.19 0.63
C 0.30 1.16 -2.48 -0.38
C 0.48 2.21 -3.36 0.96
C -0.13 2.08 -4.72 -1.80
C 1.23 3.34 -2.96 0.14
C 1.37 4.45 -3.90 0.76
O 0.75 4.61 -4.92 -0.59
O 2.30 5.39 -3.56 -0.57
C 1.78 3.37 -1.66 0.10
O 2.50 4.39 -1.18 -0.64
C 1.56 2.31 -0.77 0.19
C 2.11 2.35 0.63 -1.41
C -1.13 -1.06 1.55 0.39
O -1.63 0.18 1.20 -0.63
C -2.52 0.17 0.11 -0.85
C -1.59 -1.65 2.72 1.06
C -2.60 -0.98 3.59 -1.78
H -0.07 -4.71 4.85 0.35
H -1.40 -5.47 3.93 0.35
H -1.68 -4.89 5.59 0.27
H 0.23 -4.52 2.55 0.40
H 1.06 -3.65 -0.77 0.32
H 2.30 -3.15 0.37 0.33
H 1.46 -4.69 0.60 0.40
H -0.26 0.30 -2.79 0.29
H -0.92 2.82 -4.85 0.30
H -0.54 1.09 -4.86 0.36
H 0.61 2.27 -5.50 0.38
H 2.31 6.08 -4.25 0.35
H 2.63 5.06 -1.88 0.35
H 1.35 2.04 1.33 0.27
H 2.46 3.35 0.86 0.37
H 2.95 1.66 0.72 0.27
H -3.46 -0.34 0.37 0.32
H -2.73 1.22 -0.12 0.31
H -2.10 -0.31 -0.77 0.29
H -2.22 -0.91 4.61 0.37
H -3.52 -1.58 3.63 0.32
H -2.82 0.01 3.22 0.41